C36H57N6O10P2Sc | ωB97M-V/def2-TZVPD

Structure (XYZ):
```
112
Properties=species:S:1:pos:R:3:lowdin_charge:R:1
Sc 0.869 -0.584 -0.564 0.966
C 3.122 -3.869 -0.077 -0.037
O 2.697 -2.525 0.149 -0.146
C 3.459 -1.815 1.052 -0.236
C 4.114 -2.368 2.137 -0.013
C 4.886 -1.550 2.955 -0.057
C 5.024 -0.198 2.678 -0.062
C 4.383 0.356 1.581 -0.002
C 3.584 -0.446 0.780 -0.178
N 2.873 -0.028 -0.358 -0.043
N 3.350 0.930 -1.040 0.157
C 2.813 1.244 -2.242 -0.143
C 1.883 0.410 -2.943 -0.277
O 1.311 -0.626 -2.391 -0.098
C 1.634 0.688 -4.313 0.014
C 2.176 1.769 -4.928 0.015
C 3.041 2.671 -4.245 -0.168
C 3.587 3.797 -4.891 -0.021
C 4.428 4.646 -4.219 -0.065
C 4.751 4.389 -2.880 -0.057
C 4.232 3.295 -2.229 -0.034
C 3.370 2.409 -2.899 -0.105
H 4.209 -3.917 -0.137 0.116
H 2.770 -4.532 0.714 0.080
H 2.693 -4.172 -1.028 0.101
H 4.043 -3.427 2.346 0.118
H 5.396 -1.986 3.803 0.115
H 5.649 0.419 3.309 0.113
H 4.500 1.403 1.335 0.114
H 0.970 0.013 -4.839 0.124
H 1.944 1.970 -5.967 0.127
H 3.339 3.978 -5.929 0.120
H 4.848 5.506 -4.721 0.111
H 5.422 5.058 -2.356 0.111
H 4.490 3.093 -1.199 0.103
N 1.364 2.856 2.053 0.078
C 0.459 3.386 1.035 -0.295
C 1.175 4.327 0.045 -0.126
C 0.461 4.710 -1.260 -0.146
C -1.050 4.940 -1.201 -0.138
N -1.488 5.773 -0.084 0.105
C -2.324 5.396 0.876 -0.440
N -2.678 4.124 1.011 0.207
N -2.804 6.322 1.719 0.199
C -0.209 2.227 0.295 -0.484
O -1.425 2.260 0.086 0.039
O 0.606 1.350 -0.158 -0.059
H 2.071 3.538 2.301 0.083
H 1.836 2.035 1.696 0.054
H -0.330 3.931 1.554 0.123
H 2.115 3.846 -0.239 0.104
H 1.431 5.230 0.606 0.121
H 0.613 3.923 -2.003 0.117
H 0.950 5.605 -1.650 0.118
H -1.566 3.988 -1.147 0.107
H -1.366 5.427 -2.125 0.133
H -1.209 6.741 -0.107 0.164
H -2.106 3.352 0.617 -0.008
H -3.300 3.881 1.763 0.125
H -2.655 7.304 1.564 0.125
H -3.432 6.071 2.461 0.124
C 0.852 -4.303 4.626 -0.027
C 0.069 -3.164 4.009 -0.390
C 0.710 -1.814 4.267 -0.032
O -0.027 -3.491 2.574 -0.160
P -0.373 -2.549 1.381 0.501
O 0.499 -1.339 1.261 -0.277
C -2.091 -1.958 1.476 -0.161
P -2.437 -1.133 -0.117 0.532
O -1.193 -0.662 -0.780 -0.270
O -3.191 -2.234 -0.960 -0.185
C -3.364 -2.022 -2.415 -0.404
C -2.234 -2.695 -3.172 -0.022
C -4.720 -2.593 -2.768 -0.026
O -3.450 0.032 0.143 -0.158
C -4.850 -0.217 0.492 -0.423
C -5.695 0.640 -0.427 -0.024
C -5.060 0.114 1.958 -0.027
O -0.212 -3.427 0.096 -0.172
C -0.644 -4.824 -0.161 -0.355
C 0.455 -5.796 0.232 -0.028
C -1.950 -5.173 0.528 -0.034
H 0.926 -4.149 5.701 0.098
H 1.860 -4.334 4.210 0.087
H 0.364 -5.260 4.443 0.090
H -0.955 -3.173 4.389 0.146
H 1.712 -1.775 3.840 0.083
H 0.783 -1.671 5.344 0.101
H 0.128 -0.993 3.850 0.076
H -2.103 -1.180 2.244 0.092
H -2.819 -2.729 1.715 0.091
H -3.347 -0.945 -2.602 0.142
H -2.282 -3.776 -3.029 0.089
H -1.266 -2.322 -2.844 0.070
H -2.341 -2.488 -4.236 0.100
H -4.729 -3.670 -2.601 0.095
H -4.930 -2.400 -3.819 0.099
H -5.507 -2.138 -2.167 0.077
H -5.075 -1.272 0.318 0.134
H -5.454 1.694 -0.287 0.091
H -6.751 0.485 -0.209 0.098
H -5.512 0.382 -1.471 0.080
H -4.740 1.138 2.160 0.085
H -4.500 -0.558 2.609 0.073
H -6.116 0.026 2.206 0.098
H -0.774 -4.826 -1.241 0.140
H 0.800 -5.584 1.244 0.082
H 1.297 -5.758 -0.454 0.070
H 0.051 -6.807 0.213 0.100
H -1.815 -5.193 1.612 0.091
H -2.246 -6.172 0.211 0.102
H -2.747 -4.488 0.256 0.067
```

Properties
Total charge   +2
Energy above the lowest of the compared OMol25 structures with the same formula, charge and spin   214.77 kJ/mol
HOMO   -0.4367 hartree
Kohn-Sham gap   6.915 eV
E_LUMO   -0.183 Ha
E   -106950.074 eV